(1)
# C11H11FN2

The molecule C11H11FN2 at a distorted geometry (ωB97M-V/def2-TZVPD, the OMol25 dataset).

```
25
Properties=species:S:1:pos:R:3:nbo_charge:R:1
N 5.7670 0.2337 0.3559 -0.29
C 4.6525 -0.1051 0.3111 0.29
C 3.1632 -0.1405 0.1509 -0.19
C 2.5685 -1.3567 0.0138 -0.14
C 1.1892 -1.7304 -0.1639 -0.21
C 0.2842 -0.6877 -0.1708 -0.01
C 0.7748 0.5945 0.1959 -0.02
C 2.1771 0.8450 0.2793 -0.15
C -0.1393 1.8222 0.0483 -0.26
N -1.6133 1.3537 0.3361 -0.61
C -2.0674 0.1997 -0.5139 -0.12
C -3.4479 -0.1427 -0.1349 0.06
F -3.3322 -1.0114 1.1440 -0.42
C -1.1623 -0.9368 -0.0262 -0.46
H 3.2242 -2.3271 -0.2499 0.22
H 0.6813 -2.7753 -0.1568 0.24
H 2.3977 1.8670 0.3263 0.21
H -0.0001 2.2421 -0.9141 0.20
H 0.0692 2.3234 0.9459 0.23
H -2.2693 2.1882 -0.1163 0.34
H -1.9343 0.4788 -1.6224 0.19
H -3.8038 -0.7466 -0.8629 0.18
H -4.0550 0.7551 0.2527 0.21
H -1.5174 -1.9880 -0.4433 0.21
H -1.6066 -0.9551 1.0154 0.30
```

highest occupied orbital energy	-9.393	eV
spin multiplicity	1
LUMO level	0.3	eV
total energy	-17279.282	eV
F_max	7.16	eV/Å
frontier orbital gap	9.70	eV
relative energy (zero: lowest compared OMol25 entry of this formula, charge and spin)	86.7	kcal/mol

(2)
# C12H48N24O12

A cluster of 12 separate species, C12H48N24O12 in total at a distorted geometry (ωB97M-V/def2-TZVPD, the OMol25 dataset).

```
96
Properties=species:S:1:pos:R:3:mulliken_charge:R:1
N -0.0754 4.6930 4.4886 -0.36
C -0.5970 3.5799 4.1088 0.42
N -1.3296 2.9090 4.9049 -0.32
O -0.4258 3.0314 3.0302 -0.45
H 0.4838 5.1228 3.7657 0.38
H -0.4690 5.0585 5.3439 0.16
H -1.7766 2.0821 4.5354 0.15
H -1.6706 3.3641 5.7396 0.16
N -2.5364 -1.4974 3.9012 -0.37
C -1.4017 -1.0110 3.5724 0.49
N -1.4888 0.2790 3.4806 -0.06
O -0.3646 -1.5707 3.2700 -0.73
H -3.1060 -0.7079 4.1697 0.18
H -2.5869 -2.4185 4.3124 0.29
H -2.4196 0.6123 3.6870 0.10
H -0.7360 0.9184 3.2694 0.07
N -2.1651 1.9314 -3.8823 0.00
C -2.2169 2.8683 -4.7042 0.76
N -3.2218 2.7110 -5.4976 -0.39
O -1.4136 3.7615 -4.7228 -0.69
H -1.2772 1.7129 -3.4535 -0.01
H -2.9782 1.3325 -3.9000 -0.07
H -3.8821 1.9692 -5.3133 0.17
H -3.1819 3.2043 -6.3780 0.23
N -0.7169 -1.4953 -3.8922 -0.11
C -1.4284 -1.9142 -4.9139 0.65
N -0.5919 -2.6099 -5.6696 -0.34
O -2.6056 -1.7078 -5.0644 -0.60
H 0.1483 -1.9728 -3.6835 0.03
H -1.2832 -0.9279 -3.2779 -0.06
H 0.3496 -2.4496 -5.3408 0.19
H -0.8320 -3.1991 -6.4540 0.21
N 0.5087 -5.5275 0.1936 -0.41
C 0.8391 -4.7016 1.1550 0.69
N -0.0904 -3.8744 1.3433 -0.02
O 1.9365 -4.5658 1.7105 -0.74
H 1.2966 -6.0972 -0.0799 0.26
H -0.4346 -5.8858 0.2373 0.21
H 0.1503 -3.0336 1.8485 0.00
H -1.0236 -4.0254 0.9879 0.13
N 3.5297 -2.6448 -0.1794 -0.22
C 3.9063 -1.7035 0.6545 0.68
N 3.1822 -1.7848 1.7752 -0.28
O 4.7162 -0.7902 0.4047 -0.68
H 2.9244 -3.3045 0.2880 0.11
H 3.7025 -2.6412 -1.1745 0.10
H 3.2379 -0.9086 2.2744 0.03
H 2.5805 -2.5472 2.0525 0.21
N 1.7566 0.6957 4.1532 -0.21
C 2.8782 1.1658 3.6456 0.64
N 3.3835 2.1544 4.2707 -0.44
O 3.2361 0.8868 2.5274 -0.70
H 1.3856 -0.0290 3.5556 -0.01
H 1.4622 1.0825 5.0385 0.18
H 3.1784 2.5229 5.1885 0.20
H 4.1805 2.3905 3.6971 0.29
N -2.6594 -1.5054 -1.2320 -0.07
C -3.7518 -1.0629 -1.7994 0.60
N -4.3289 -2.0219 -2.5269 -0.57
O -4.0288 0.1427 -1.6690 -0.65
H -2.2135 -0.7393 -0.7479 -0.07
H -2.3662 -2.4719 -1.2418 0.09
H -3.6476 -2.6606 -2.9115 0.26
H -4.8300 -1.5213 -3.2469 0.28
N -0.9602 4.6946 -0.1299 -0.14
C -2.2072 4.5142 -0.4432 0.65
N -2.3062 3.3322 -0.8594 -0.06
O -3.1084 5.3237 -0.3385 -0.78
H -0.7138 5.6461 0.1026 0.18
H -0.2963 3.9604 -0.3309 0.10
H -3.1677 3.0545 -1.3074 0.12
H -1.5890 2.6222 -0.8996 0.03
N 1.8336 -5.9870 -3.1046 -0.35
C 2.4242 -4.8555 -3.4216 0.66
N 1.7222 -3.9315 -2.9987 -0.30
O 3.5283 -4.7028 -3.9224 -0.68
H 2.2005 -6.9042 -3.3151 0.20
H 0.8630 -5.8597 -2.8559 0.15
H 2.1214 -3.0626 -2.6733 0.13
H 0.7433 -4.0708 -2.7927 0.12
N 0.4772 -1.1523 -0.7722 0.48
C 0.2398 0.1057 -0.4488 0.88
N 0.9562 0.5951 0.5326 0.40
O -0.8215 0.6427 -0.8405 -0.76
H 1.1925 -1.5244 -0.1639 -0.03
H 0.2474 -1.5190 -1.6848 -0.18
H 1.7926 0.1064 0.8185 -0.16
H 0.6492 1.3765 1.0942 -0.47
N 2.2160 4.6698 2.4186 -0.30
C 2.2918 4.8244 1.1094 0.47
N 1.8764 3.7289 0.4798 -0.11
O 2.6849 5.7860 0.5889 -0.66
H 1.9160 3.8677 2.9541 0.05
H 2.4360 5.4552 3.0143 0.24
H 2.2215 3.7150 -0.4693 0.20
H 1.7370 2.8968 1.0351 -0.04
```

highest occupied orbital energy	-8.413	eV
spin multiplicity	1
LUMO level	-0.7	eV
total energy	-73559.798	eV
F_max	10.89	eV/Å
frontier orbital gap	7.75	eV
relative energy (zero: lowest compared OMol25 entry of this formula, charge and spin)	243.6	kcal/mol

(3)
# C4H12

A cluster of 2 separate species, C4H12 in total at a distorted geometry (ωB97M-V/def2-TZVPD, the OMol25 dataset).

```
16
Properties=species:S:1:pos:R:3:nbo_charge:R:1
C -1.1897 2.3770 1.2178 -0.61
C -0.8327 0.9229 0.8539 -0.61
H -0.4018 3.0772 0.8651 0.20
H -2.1613 2.6500 0.9198 0.20
H -1.1987 2.6791 2.2834 0.20
H -1.5426 0.3583 1.4545 0.20
H 0.1904 0.7773 1.0819 0.20
H -0.8754 0.6546 -0.1510 0.21
C 1.3116 -1.5207 -1.7312 -0.61
C 0.7324 -1.8456 -0.3725 -0.61
H 2.3928 -1.5343 -1.7636 0.21
H 0.9574 -2.0210 -2.5570 0.21
H 1.2181 -0.4224 -1.9620 0.20
H -0.3991 -1.5951 -0.2554 0.20
H 1.1452 -1.3741 0.4868 0.21
H 0.5458 -2.8514 -0.2107 0.21
```

highest occupied orbital energy	-11.023	eV
spin multiplicity	1
LUMO level	1.1	eV
total energy	-4341.541	eV
F_max	3.95	eV/Å
frontier orbital gap	12.14	eV
relative energy (zero: lowest compared OMol25 entry of this formula, charge and spin)	22.8	kcal/mol

(4)
# C27H26Cl2N5O7S2Sc

A structure of composition C27H26Cl2N5O7S2Sc at a distorted geometry (ωB97M-V/def2-TZVPD, the OMol25 dataset).

```
70
Properties=species:S:1:pos:R:3:nbo_charge:R:1
Sc 0.2732 0.0477 0.1859 1.55
C -3.8877 -3.3764 -1.8799 -0.62
C -4.5373 -2.1868 -1.1849 -0.22
N -4.0000 -0.9088 -1.6545 -0.38
C -4.7481 -0.2632 -2.7443 -0.21
C -5.8251 0.6712 -2.2138 -0.62
C -2.9096 -0.3456 -1.1256 0.38
S -2.1121 -1.1167 0.1835 -0.26
N -2.6331 0.8935 -1.6101 -0.62
C -1.4479 1.4094 -1.6896 0.67
O -0.3346 0.7686 -1.4878 -0.77
C -1.3468 2.8424 -2.0770 -0.08
C -0.1100 3.4782 -2.0465 -0.19
C -0.0106 4.8285 -2.3536 -0.20
C -1.1455 5.5397 -2.7133 -0.19
C -2.3831 4.9039 -2.7589 -0.23
C -2.4862 3.5617 -2.4360 -0.18
H -4.3681 -4.3068 -1.5712 0.22
H -2.8290 -3.4294 -1.6213 0.22
H -3.9757 -3.2897 -2.9650 0.21
H -4.4034 -2.2503 -0.1077 0.23
H -5.6091 -2.1654 -1.3850 0.20
H -5.1864 -1.0640 -3.3397 0.20
H -4.0554 0.2777 -3.3774 0.23
H -6.5201 0.1397 -1.5597 0.21
H -6.3959 1.1040 -3.0374 0.22
H -5.3647 1.4796 -1.6439 0.22
H 0.7724 2.9265 -1.7627 0.24
H 0.9550 5.3149 -2.2964 0.23
H -1.0704 6.5927 -2.9575 0.21
H -3.2687 5.4601 -3.0406 0.21
H -3.4436 3.0558 -2.4526 0.23
N 3.8419 -5.3766 -2.9914 -0.81
C 2.5343 -5.5357 -2.6498 0.65
O 1.9349 -6.5850 -2.7607 -0.59
C 1.8475 -4.2891 -2.1588 -0.07
C 0.9099 -4.4006 -1.1461 -0.21
C 0.3200 -3.2499 -0.6608 0.05
N 0.5966 -2.0342 -1.1390 -0.47
C 1.4658 -1.9408 -2.1429 0.09
C 2.1164 -3.0348 -2.6804 -0.24
H 4.3560 -6.1994 -3.2565 0.41
H 4.3561 -4.5688 -2.6866 0.40
H 0.6627 -5.3713 -0.7381 0.24
H -0.4069 -3.2974 0.1394 0.22
H 1.6600 -0.9430 -2.5173 0.21
H 2.8187 -2.8981 -3.4932 0.23
Cl 2.8217 -0.6971 3.7071 0.03
C 1.9937 -1.8099 2.6139 -0.30
Cl 0.2289 -1.4489 2.5743 0.06
C 2.5497 -1.6652 1.1870 0.77
O 3.3263 -2.4966 0.7829 -0.59
O 2.0829 -0.6270 0.5735 -0.79
H 2.1165 -2.8152 2.9849 0.24
O 3.4711 2.7801 1.6413 -0.91
S 2.3127 3.3056 0.9890 2.33
O 2.4694 4.0948 -0.1977 -0.93
N 1.2175 2.1053 0.7103 -0.88
C 0.1434 2.2394 1.4708 0.63
O -0.7542 1.3425 1.4436 -0.69
C 0.1106 3.4504 2.3196 -0.08
C -0.8847 3.8899 3.1681 -0.17
C -0.6671 5.0817 3.8483 -0.20
C 0.5158 5.7985 3.6745 -0.18
C 1.5150 5.3482 2.8180 -0.18
C 1.2796 4.1637 2.1510 -0.30
H -1.7955 3.3177 3.2885 0.24
H -1.4246 5.4613 4.5221 0.22
H 0.6616 6.7247 4.2167 0.22
H 2.4363 5.9001 2.6817 0.24
```

highest occupied orbital energy	-8.769	eV
spin multiplicity	1
LUMO level	0.0	eV
total energy	-117627.118	eV
F_max	1.37	eV/Å
frontier orbital gap	8.73	eV
relative energy (zero: lowest compared OMol25 entry of this formula, charge and spin)	6.4	kcal/mol

(5)
# CH3ClN2O2

The molecule CH3ClN2O2 at a distorted geometry (ωB97M-V/def2-TZVPD, the OMol25 dataset).

```
9
Properties=species:S:1:pos:R:3:lowdin_spin:R:1
C 1.3932 -0.1798 0.4917 0.45
N -1.1737 -0.2805 -1.7368 0.70
N 0.2345 0.0355 1.0718 0.01
O -0.5150 1.0776 0.6766 0.47
O -0.3197 -0.7232 1.8788 -0.07
Cl -2.0000 0.3938 -0.5537 0.37
H 1.8613 -0.9384 1.1114 0.02
H 1.5886 0.3853 -0.3706 0.02
H -1.0693 0.2297 -2.5693 0.03
```

highest occupied orbital energy (spin up / spin down)	-8.662 / -9.515	eV
spin multiplicity	3
LUMO level (spin up / spin down)	0.6 / -3.0	eV
total energy	-20673.721	eV
F_max	5.34	eV/Å
frontier orbital gap (spin up / spin down)	9.30 / 6.56	eV
relative energy (zero: lowest compared OMol25 entry of this formula, charge and spin)	92.3	kcal/mol
<S²>	2.07